Computed, not measured: an isolated ion of composition C16H22NO2 and charge +1, with ωB97M-V/def2-TZVPD.

```
41
Properties=species:S:1:pos:R:3
C -0.644 3.130 1.796
C -1.908 2.343 1.955
O -2.225 1.842 2.976
O -2.711 2.279 0.837
C -3.269 0.990 0.597
C -3.125 0.529 -0.852
N -1.804 0.718 -1.469
C -1.625 0.659 -2.730
C -0.200 0.909 -3.075
C 0.479 0.370 -1.783
C 0.457 -1.157 -1.641
C 1.044 -1.575 -0.306
C 0.230 -1.933 0.763
C 0.795 -2.332 1.970
C 2.180 -2.356 2.097
C 3.008 -1.989 1.040
C 4.507 -2.032 1.178
C 2.437 -1.589 -0.167
C -0.528 0.972 -0.785
H -0.526 3.732 2.690
H 0.216 2.473 1.730
H -0.716 3.814 0.955
H -2.887 0.233 1.275
H -4.339 1.058 0.774
H -3.319 -0.543 -0.854
H -3.897 0.983 -1.462
H -2.397 0.449 -3.454
H 0.092 0.485 -4.025
H -0.100 1.995 -2.997
H 1.461 0.797 -1.621
H -0.541 -1.582 -1.718
H 1.113 -1.573 -2.403
H -0.845 -1.895 0.631
H 0.170 -2.630 2.797
H 2.592 -2.669 3.046
H 4.782 -3.027 1.520
H 4.851 -1.326 1.929
H 4.991 -1.846 0.228
H 3.069 -1.291 -0.990
H -0.312 2.033 -0.666
H -0.556 0.550 0.214
```

Results
energy: -22527.539 eV
LUMO energy: -4.13 eV
energy above the lowest of the compared OMol25 structures with the same formula, charge and spin: 0.124 eV
total charge: +1
max |F|: 0.02582 Eh/bohr
SMILES: CC(=O)OCC[N+]1=CC[C@H](Cc2cccc(C)c2)C1
orbital gap: 7.7 eV